Entry 1:
The following is a quantum chemistry calculation of a 4-piece molecular cluster, H8O4 overall at a distorted geometry, from the Open Molecules 2025 dataset.

## Properties
* LUMO energy: 0.182 eV
* max |F|: 2.3 eV Å⁻¹
* ΔE to the lowest compared entry with this formula, charge and spin: 115.4 kJ/mol
* highest occupied orbital energy: -10.82 eV
* SMILES string: O.O.O.O
* M: 72.06 g/mol
* E_tot: -8319.480 eV

XYZ file:
```
12
Properties=species:S:1:pos:R:3:forces:R:3
O 21.8167 -25.2119 3.7006 0.8 -1.1 -0.7
H 21.2786 -25.8292 4.1903 -0.2 -0.1 0.1
H 21.5735 -24.3325 3.9496 -0.4 1.0 0.6
O 21.2482 -22.6327 4.4439 -0.8 0.8 -1.8
H 20.5299 -22.1694 3.9604 0.8 -0.5 -0.2
H 20.9324 -22.4929 5.3106 -0.1 0.0 2.0
O 18.0766 -26.6809 2.9002 -1.4 -1.5 -0.4
H 17.4856 -27.3521 3.2991 0.1 0.2 -1.0
H 18.4240 -26.3813 3.7087 1.3 1.3 1.4
O 21.2731 -23.9571 0.9855 -0.1 0.9 0.0
H 21.2492 -23.0207 1.2350 -0.1 -0.3 -0.4
H 21.8651 -24.3100 1.6482 0.2 -0.7 0.4
```
Forces are in eV/Å.

---

Entry 2:
The following is a quantum chemistry calculation of a 4-piece molecular cluster, H8O4 overall, from the Open Molecules 2025 dataset.

## Properties
* LUMO energy: 0.353 eV
* max |F|: 0.8 eV Å⁻¹
* ΔE to the lowest compared entry with this formula, charge and spin: 84.6 kJ/mol
* highest occupied orbital energy: -10.95 eV
* SMILES string: O.O.O.O
* M: 72.06 g/mol
* E_tot: -8319.799 eV

XYZ file:
```
12
Properties=species:S:1:pos:R:3:forces:R:3
O -1.3364 1.0661 1.6043 0.1 -0.1 0.4
H -1.2031 1.8154 1.0238 0.0 0.2 -0.2
H -1.4937 0.3296 1.0134 -0.1 -0.1 -0.2
O 1.3642 -2.4593 1.1808 0.0 0.1 -0.4
H 1.0028 -3.0404 1.8502 -0.1 -0.2 0.1
H 1.5506 -1.6439 1.6461 0.2 0.2 0.3
O -0.6891 2.0366 -1.9921 -0.5 0.6 -0.3
H -0.2765 1.1918 -1.8125 0.2 -0.3 0.3
H -0.4109 2.5983 -1.2686 0.1 0.2 0.0
O 0.4214 -0.2491 -1.1069 0.1 -0.1 0.0
H 0.6036 -0.7597 -0.3180 0.1 -0.3 0.3
H 0.4669 -0.8854 -1.8205 0.1 -0.2 -0.2
```
Forces are in eV/Å.

---

Entry 3:
The following is a quantum chemistry calculation of a 4-piece molecular cluster, H8O4 overall at a distorted geometry, from the Open Molecules 2025 dataset.

## Properties
* LUMO energy: 0.094 eV
* max |F|: 2.9 eV Å⁻¹
* ΔE to the lowest compared entry with this formula, charge and spin: 87.5 kJ/mol
* highest occupied orbital energy: -10.91 eV
* SMILES string: O.O.O.O
* M: 72.06 g/mol
* E_tot: -8319.769 eV

XYZ file:
```
12
Properties=species:S:1:pos:R:3:forces:R:3
O 0.6921 1.9861 -0.5211 0.5 -0.7 0.4
H 1.5329 1.4936 -0.4631 -0.3 0.5 -0.1
H 0.4035 2.0155 0.4042 0.0 0.2 -0.2
O -2.5995 0.0638 1.1107 -0.2 -1.2 0.3
H -2.5525 1.0019 1.0134 0.2 0.8 -0.3
H -1.9029 -0.3423 0.5581 -0.3 0.5 0.2
O -0.5129 -0.6184 -0.5007 -1.0 -2.6 -0.8
H -0.7951 -0.9305 -1.3871 0.2 0.3 0.8
H -0.0895 0.1944 -0.6539 0.9 2.2 -0.4
O 2.0614 -1.8359 0.4149 2.0 -0.2 0.9
H 1.1810 -1.8243 0.1125 -1.7 0.4 -0.7
H 2.5813 -1.2039 -0.0878 -0.2 -0.1 -0.1
```
Forces are in eV/Å.

---

Number 1: gap between HOMO and LUMO 11.00 eV. Number 2: gap between HOMO and LUMO 11.31 eV. Number 3: gap between HOMO and LUMO 11.00 eV.